No. 1
Below is a structure of composition C48H40N2O6P2Pd, with properties calculated with ωB97M-V/def2-TZVPD.

## Properties
Frontier orbital gap in eV: 1.7
Charge: 0

Last column: Löwdin charge in e.
Element x y z (Å)
C1 4.579 -1.165 1.237  -0.073
C2 3.939 -2.163 1.970  -0.057
C3 2.758 -2.731 1.495  -0.033
C4 2.254 -2.284 0.297  -0.278
O1 0.982 -2.835 -0.150  -0.229
P1 -0.237 -2.581 0.925  0.848
O2 -1.535 -3.447 0.376  -0.225
C5 -1.346 -4.423 -0.600  -0.311
C6 -1.640 -5.728 -0.265  -0.002
C7 -1.312 -6.728 -1.180  -0.069
C8 -0.706 -6.410 -2.393  -0.081
C9 -0.444 -5.077 -2.703  -0.056
C10 -0.759 -4.067 -1.794  -0.032
O3 0.240 -3.246 2.374  -0.204
C11 -0.699 -3.985 3.150  -0.279
C12 -0.233 -4.904 4.065  -0.003
C13 -1.166 -5.705 4.729  -0.069
C14 -2.530 -5.568 4.487  -0.084
C15 -2.968 -4.600 3.588  -0.060
C16 -2.044 -3.798 2.918  -0.079
Pd1 -0.806 -0.513 0.284  0.588
P2 0.492 0.994 -0.689  0.835
O4 1.939 1.491 -0.041  -0.216
C17 2.889 2.252 -0.785  -0.292
C18 3.701 3.143 -0.123  -0.016
C19 4.574 3.918 -0.886  -0.064
C20 4.631 3.783 -2.269  -0.078
C21 3.809 2.857 -2.901  -0.052
C22 2.935 2.090 -2.148  -0.037
O5 0.686 0.518 -2.273  -0.266
C23 -0.028 1.217 -3.302  -0.288
C24 0.656 1.568 -4.443  -0.027
C25 -0.003 2.354 -5.390  -0.061
C26 -1.322 2.751 -5.191  -0.061
C27 -1.993 2.349 -4.036  -0.034
C28 -1.337 1.579 -3.076  -0.038
O6 -0.373 2.423 -0.726  -0.240
C29 0.169 3.615 -0.213  -0.296
C30 0.371 4.630 -1.121  0.012
C31 0.999 5.792 -0.676  -0.055
C32 1.392 5.928 0.650  -0.081
C33 1.180 4.875 1.536  -0.074
C34 0.571 3.698 1.104  -0.040
C35 -1.395 0.538 2.114  -0.116
C36 -0.946 0.083 3.434  -0.217
C37 0.287 0.538 3.928  -0.015
C38 0.703 0.177 5.203  -0.058
C39 -0.094 -0.655 5.990  -0.055
C40 -1.284 -1.165 5.477  -0.056
C41 -1.719 -0.792 4.210  -0.028
C42 -2.524 0.037 1.432  -0.255
C43 -2.806 0.532 0.137  -0.006
C44 2.857 -1.302 -0.454  -0.032
C45 4.042 -0.738 0.028  -0.062
H1 5.491 -0.710 1.611  0.106
H2 4.371 -2.503 2.914  0.111
H3 2.274 -3.506 2.071  0.105
H4 -2.094 -5.972 0.690  0.119
H5 -1.512 -7.770 -0.931  0.110
H6 -0.416 -7.199 -3.083  0.106
H7 0.036 -4.825 -3.652  0.114
H8 -0.527 -3.035 -2.035  0.115
H9 0.826 -5.013 4.256  0.121
H10 -0.822 -6.454 5.440  0.110
H11 -3.249 -6.210 4.989  0.107
H12 -4.036 -4.465 3.403  0.116
H13 -2.417 -3.064 2.214  0.088
H14 3.650 3.255 0.950  0.121
H15 5.229 4.631 -0.388  0.111
H16 5.320 4.383 -2.857  0.106
H17 3.864 2.713 -3.981  0.113
H18 2.327 1.371 -2.663  0.070
H19 1.675 1.247 -4.617  0.114
H20 0.525 2.651 -6.296  0.111
H21 -1.830 3.363 -5.933  0.113
H22 -3.039 2.628 -3.887  0.114
H23 -1.876 1.268 -2.187  0.079
H24 0.049 4.522 -2.152  0.132
H25 1.185 6.601 -1.381  0.115
H26 1.859 6.847 0.996  0.108
H27 1.490 4.972 2.580  0.112
H28 0.413 2.891 1.814  0.088
H29 -0.879 1.430 1.728  0.085
H30 0.923 1.168 3.303  0.114
H31 1.651 0.547 5.592  0.112
H32 0.214 -0.908 7.000  0.111
H33 -1.881 -1.858 6.070  0.117
H34 -2.664 -1.184 3.836  0.108
H35 -3.116 -0.766 1.851  0.100
H36 -2.342 1.456 -0.198  0.043
H37 -3.645 0.145 -0.435  0.092
H38 2.409 -0.955 -1.378  0.104
H39 4.535 0.047 -0.546  0.112
C46 -5.100 4.825 -5.225  -0.263
C47 -5.637 6.017 -5.684  -0.392
N1 -6.046 7.058 -6.074  0.031
C48 -5.934 3.734 -5.076  -0.411
N2 -6.606 2.768 -4.930  0.020
H40 -4.031 4.742 -5.026  0.035

No. 2
Below is a cluster of 2 separate species, C14H23NO5P in total, with properties calculated with ωB97M-V/def2-TZVPD.

## Properties
Frontier orbital gap in eV: 7.6
Charge: +1

Last column: Löwdin charge in e.
Element x y z (Å)
C1 -4.032 -3.877 3.335  -0.024
C2 -2.859 -4.889 3.964  -0.290
O1 -2.725 -4.932 5.292  0.003
O2 -2.049 -5.616 2.973  -0.110
C3 -0.672 -5.106 2.888  -0.172
C4 -0.535 -3.538 2.431  -0.178
C5 -0.511 -3.310 0.789  -0.143
C6 -0.074 -1.716 0.557  -0.057
C7 0.900 -1.268 -0.687  0.049
C8 1.279 0.326 -0.844  0.056
N1 0.808 1.392 0.122  0.051
C9 -0.100 1.049 1.299  -0.207
P1 -0.686 2.410 2.521  0.770
O3 -1.901 3.158 1.796  -0.496
C10 -0.599 -0.490 1.567  0.049
H1 -5.073 -4.295 3.676  0.103
H2 -3.846 -2.749 3.599  0.089
H3 -3.977 -3.942 2.144  0.091
H4 -0.083 -5.235 3.903  0.147
H5 -0.079 -5.745 2.082  0.149
H6 0.538 -3.176 2.809  0.139
H7 -1.303 -2.805 2.957  0.101
H8 0.379 -3.970 0.357  0.133
H9 -1.515 -3.591 0.255  0.138
H10 1.309 -2.056 -1.456  0.121
H11 1.961 0.638 -1.753  0.140
H12 1.077 2.407 0.028  0.114
H13 0.394 3.393 2.665  0.036
H14 -1.080 1.869 3.822  0.037
H15 -1.312 -0.675 2.482  0.103
O4 1.164 4.131 -1.246  0.048
C11 1.451 4.248 -2.437  -0.486
O5 0.916 3.410 -3.354  -0.013
C12 1.009 3.596 -4.778  -0.220
C13 2.281 2.978 -5.321  -0.064
C14 2.474 5.249 -2.884  0.018
H16 0.905 4.651 -5.048  0.120
H17 0.146 3.080 -5.214  0.129
H18 3.171 3.459 -4.904  0.070
H19 2.319 3.067 -6.411  0.090
H20 2.338 1.919 -5.052  0.081
H21 3.469 4.801 -2.826  0.104
H22 2.429 6.113 -2.213  0.102
H23 2.296 5.635 -3.886  0.080

No. 3
Below is a structure of composition C16H13LuN2O6, with properties calculated with ωB97M-V/def2-TZVPD.

## Properties
Frontier orbital gap (alpha / beta) in eV: 5.7 / 5.7
Charge: +2

Last column: Löwdin charge in e.
Element x y z (Å)
O1 -5.111 -1.103 -2.704  0.054
C1 -4.003 -0.779 -2.808  0.034
Lu1 -0.368 -2.248 -2.049  1.556
O2 -2.905 -3.057 0.183  0.174
C2 -2.132 -2.635 -0.574  -0.142
C3 -0.294 -4.332 -0.841  -0.335
O3 -0.174 -5.075 0.089  0.155
C4 0.231 -4.528 -2.399  -0.340
O4 0.431 -5.590 -2.925  0.190
C5 -2.155 -3.690 -2.803  -0.051
O5 -2.958 -4.490 -2.991  0.244
H1 0.712 -3.452 -3.042  0.082
C6 1.155 2.307 2.560  0.043
N1 1.082 0.999 1.970  -0.037
N2 0.703 0.858 0.682  0.068
C7 0.666 -0.461 0.384  -0.349
O6 0.481 -0.875 -0.838  -0.249
C8 0.954 -1.168 1.583  0.093
C9 1.208 -0.208 2.546  -0.222
C10 1.601 -0.340 3.956  0.013
C11 0.431 1.959 -0.205  -0.187
C12 1.390 2.956 -0.358  -0.022
C13 1.098 4.073 -1.141  -0.033
C14 -0.129 4.157 -1.817  -0.036
C15 -1.063 3.115 -1.696  -0.054
C16 -0.779 2.006 -0.907  -0.023
H2 1.980 2.877 2.129  0.098
H3 1.332 2.158 3.621  0.102
H4 0.221 2.856 2.416  0.125
H5 0.942 -2.253 1.641  0.129
H6 2.591 0.089 4.127  0.112
H7 0.874 0.166 4.592  0.104
H8 1.626 -1.394 4.226  0.103
H9 2.362 2.854 0.129  0.124
H10 1.840 4.872 -1.228  0.126
H11 -0.345 5.027 -2.447  0.125
H12 -2.006 3.171 -2.239  0.117
H13 -1.490 1.178 -0.819  0.109

No. 4
Below is a structure of composition C18H24CeN8O2PS2SbSe4, with properties calculated with ωB97M-V/def2-TZVPD.

## Properties
Frontier orbital gap (alpha / beta) in eV: 6.3 / 6.3
Charge: 0

Last column: Löwdin charge in e.
Element x y z (Å)
Ce1 -8.696 3.190 15.300  -0.012
Se1 -9.838 3.647 20.230  -0.022
Sb1 -10.302 4.691 18.146  -0.050
Se2 -10.988 2.867 16.515  0.285
Se3 -7.877 4.821 17.039  0.268
Se4 -11.296 6.788 17.510  -0.079
N1 -9.019 0.898 18.575  0.051
C1 -9.567 -0.036 17.740  -0.082
C2 -8.889 0.164 16.568  -0.190
N2 -7.954 1.141 16.738  -0.114
C3 -8.022 1.612 17.981  -0.250
H1 -9.502 1.177 19.381  0.032
H2 -10.193 -0.826 18.111  0.126
H3 -8.966 -0.430 15.597  0.147
H4 -7.514 2.401 18.410  0.053
N3 -2.361 4.128 10.475  0.107
C4 -3.661 3.948 10.913  -0.339
C5 -4.092 2.674 11.158  -0.046
C6 -5.438 2.517 11.516  -0.065
C7 -6.282 3.603 11.621  -0.286
C8 -5.864 4.884 11.252  -0.064
C9 -4.561 5.038 10.919  -0.026
S1 -7.952 3.476 12.186  0.604
O1 -8.695 3.541 10.969  -0.238
O2 -8.068 2.223 12.954  -0.410
N4 -8.045 4.609 13.331  -0.253
C10 -9.209 5.316 13.394  -0.835
S2 -9.355 6.942 12.952  1.099
C11 -10.980 6.942 13.492  -0.387
C12 -11.362 5.697 13.933  -0.200
N5 -10.299 4.770 13.905  -0.047
H5 -1.806 3.328 10.771  0.094
H6 -1.942 5.051 10.517  0.102
H7 -3.417 1.850 10.945  0.127
H8 -5.803 1.567 11.726  0.092
H9 -6.543 5.740 11.386  0.124
H10 -4.277 6.056 10.574  0.130
H11 -11.579 7.834 13.580  0.072
H12 -12.384 5.283 14.197  0.141
C13 -2.584 2.860 16.705  -0.164
N6 -3.357 1.734 17.105  -0.155
C14 -3.196 0.573 16.279  -0.202
N7 -3.274 0.850 14.855  -0.157
C15 -2.466 2.008 14.482  -0.152
N8 -2.836 3.200 15.284  -0.155
C16 -4.118 3.713 14.933  -0.274
P1 -5.454 2.416 15.436  1.045
C17 -4.738 2.113 17.150  -0.314
C18 -4.666 1.008 14.497  -0.306
H13 -1.551 2.591 16.846  0.127
H14 -2.926 3.730 17.242  0.125
H15 -3.914 -0.157 16.450  0.102
H16 -2.293 -0.014 16.534  0.139
H17 -2.648 2.130 13.426  0.103
H18 -1.481 1.700 14.727  0.114
H19 -4.124 3.913 13.879  0.070
H20 -4.326 4.608 15.508  0.089
H21 -5.432 1.368 17.616  0.086
H22 -4.840 2.955 17.786  0.077
H23 -4.773 1.257 13.451  0.046
H24 -5.137 0.036 14.610  0.098

No. 5
Below is a cluster of 2 separate species, C3H9BrOSi in total, with properties calculated with ωB97M-V/def2-TZVPD.

## Properties
Frontier orbital gap (alpha / beta) in eV: 8.4 / 7.5
Charge: 0

Last column: Löwdin charge in e.
Element x y z (Å)
C1 -0.042 -1.458 -2.109  -0.156
C2 -0.980 2.981 0.038  0.058
C3 0.396 -0.985 2.114  -0.252
O1 -0.269 -1.292 -0.695  -0.414
Si1 0.445 -0.257 0.372  0.276
Br1 2.598 0.252 -0.304  0.224
H1 -0.815 -2.281 -2.315  0.103
H2 1.094 -1.713 -2.390  0.108
H3 -0.324 -0.441 -2.520  0.086
H4 -1.713 3.284 0.792  -0.013
H5 0.089 2.895 0.101  -0.050
H6 -1.535 2.326 -0.592  -0.054
H7 1.316 -1.475 2.354  0.005
H8 0.333 -0.270 2.939  0.018
H9 -0.593 -1.565 2.215  0.061